(1)
{"formula": "C8H20FN2OP", "method": "wB97M-V/def2-TZVPD", "species": ["C", "C", "O", "C", "P", "C", "C", "C", "F", "N", "C", "C", "N", "H", "H", "H", "H", "H", "H", "H", "H", "H", "H", "H", "H", "H", "H", "H", "H", "H", "H", "H", "H"], "positions_angstrom": [[1.855, 1.964, -0.575], [1.011, 1.395, 0.535], [-0.363, 1.323, 0.143], [-1.242, 1.820, 1.145], [-3.019, 1.494, 0.698], [-3.067, 0.308, -0.700], [-3.860, 0.750, 2.156], [1.435, 0.004, 1.046], [2.072, 0.138, 2.268], [2.302, -0.725, 0.167], [1.575, -1.355, -0.931], [2.286, -2.620, -1.380], [1.877, -3.025, -2.735], [2.777, 2.336, -0.144], [2.122, 1.246, -1.334], [1.323, 2.784, -1.042], [1.118, 2.062, 1.382], [-1.131, 2.895, 1.176], [-1.005, 1.397, 2.121], [-2.232, 0.502, -1.357], [-3.962, 0.522, -1.261], [-3.075, -0.743, -0.426], [-3.238, 0.725, 3.042], [-4.261, -0.242, 1.976], [-4.694, 1.392, 2.389], [0.518, -0.556, 1.245], [2.787, -1.440, 0.699], [0.543, -1.581, -0.659], [1.521, -0.695, -1.792], [3.341, -2.372, -1.394], [2.102, -3.409, -0.664], [1.192, -2.377, -3.106], [1.392, -3.914, -2.689]], "nbo_charge": [-0.622, 0.054, -0.557, -0.336, 0.709, -0.925, -0.931, 0.355, -0.365, -0.646, -0.229, -0.223, -0.826, 0.220, 0.216, 0.222, 0.191, 0.191, 0.178, 0.252, 0.234, 0.215, 0.230, 0.229, 0.235, 0.131, 0.376, 0.171, 0.181, 0.184, 0.181, 0.351, 0.356], "e_lumo_ha": 0.0295, "smiles": "C[C@@H](OCP(C)C)[C@H](F)NCCN", "e_above_lowest_kj_mol": 401.0, "gap_ev": 8.6313, "energy_ha": -942.72861}



(2)
{"formula": "C8H20LiNO8P", "method": "wB97M-V/def2-TZVPD", "species": ["C", "N", "C", "C", "C", "C", "O", "H", "H", "H", "H", "H", "H", "H", "H", "H", "H", "H", "H", "H", "H", "Li", "P", "O", "O", "O", "O", "C", "O", "C", "O", "O", "C", "H", "H", "H", "H", "H", "H"], "positions_angstrom": [[-0.171, 3.000, 3.506], [0.613, 2.128, 2.695], [2.026, 2.740, 2.639], [0.566, 0.825, 3.361], [0.030, 2.057, 1.232], [0.944, 1.291, 0.316], [0.216, 1.096, -0.944], [-1.204, 2.757, 3.671], [-0.330, 4.131, 3.212], [0.305, 3.032, 4.368], [2.502, 2.804, 3.668], [2.303, 3.633, 1.819], [2.693, 2.162, 2.130], [-0.340, 0.402, 3.335], [1.083, 0.752, 4.204], [1.087, 0.146, 2.815], [-0.050, 2.860, 0.808], [-0.966, 1.555, 1.481], [1.214, 0.452, 0.699], [1.917, 1.625, 0.097], [0.710, 0.508, -1.520], [0.286, -1.301, -3.205], [2.425, -1.293, -3.674], [1.393, -0.774, -4.648], [1.717, -0.337, -2.626], [3.851, -1.304, -4.005], [1.723, -2.528, -3.147], [-0.418, -2.675, -0.255], [-1.857, -2.934, -0.616], [-2.232, -2.678, -1.835], [-1.483, -2.066, -2.620], [-3.444, -2.913, -2.079], [-4.018, -2.929, -3.394], [0.211, -3.143, -0.929], [-0.257, -2.970, 0.707], [-0.187, -1.618, -0.159], [-3.483, -3.278, -4.210], [-4.223, -1.770, -3.609], [-5.154, -3.444, -3.287]], "nbo_charge": [-0.449, -0.215, -0.517, -0.481, -0.153, -0.125, -0.756, 0.231, 0.234, 0.201, 0.227, 0.274, 0.240, 0.229, 0.221, 0.240, 0.193, 0.205, 0.157, 0.197, 0.551, 0.898, 2.508, -1.263, -1.329, -1.194, -1.331, -0.245, -0.509, 0.995, -0.698, -0.497, -0.247, 0.252, 0.166, 0.195, 0.212, 0.195, 0.188], "e_lumo_ha": 0.0431, "e_above_lowest_kj_mol": 263.7, "total_charge": -1, "gap_ev": 1.7617, "energy_ha": -1322.18436}



(3)
{"formula": "C8H20N2OP", "method": "wB97M-V/def2-TZVPD", "species": ["C", "C", "C", "C", "C", "C", "C", "C", "N", "N", "O", "P", "H", "H", "H", "H", "H", "H", "H", "H", "H", "H", "H", "H", "H", "H", "H", "H", "H", "H", "H", "H"], "positions_angstrom": [[-0.092, 2.074, 2.979], [-0.239, 2.226, 1.563], [-2.580, -0.776, -1.963], [0.665, 1.555, 0.505], [-1.332, -0.008, -1.520], [-1.165, -0.147, 0.029], [0.316, 0.011, 0.476], [1.373, -0.557, -0.353], [1.732, 0.017, -1.507], [0.816, -2.483, -0.791], [0.020, 3.332, 2.305], [2.884, -1.263, 0.733], [-0.878, 1.889, 3.592], [0.886, 1.730, 3.378], [-1.310, 2.271, 1.227], [-2.481, -1.233, -2.936], [-2.783, -1.665, -1.293], [-3.381, -0.078, -1.958], [1.681, 1.780, 0.865], [0.269, 1.909, -0.502], [-0.464, -0.529, -1.830], [-1.430, 0.975, -1.748], [-1.589, -1.111, 0.248], [-1.855, 0.518, 0.625], [0.318, -0.472, 1.471], [2.672, -0.195, -1.997], [1.169, 0.574, -2.037], [0.213, -2.965, -0.243], [0.327, -2.395, -1.670], [1.642, -2.982, -0.919], [2.783, -0.130, 1.699], [1.814, -1.872, 1.573]], "nbo_charge": [-0.120, 0.066, -0.604, -0.414, -0.413, -0.391, -0.377, 0.306, -0.798, -0.887, -0.453, 0.330, 0.193, 0.177, 0.168, 0.220, 0.198, 0.227, 0.243, 0.218, 0.165, 0.216, 0.209, 0.239, 0.249, 0.424, 0.407, 0.395, 0.398, 0.394, 0.017, -0.002], "e_lumo_ha": -0.1149, "e_above_lowest_kj_mol": 241.2, "total_charge": 1, "gap_ev": 9.9853, "energy_ha": -842.53417}



(4)
{"formula": "C8H20N2S2", "method": "wB97M-V/def2-TZVPD", "species": ["C", "C", "C", "C", "C", "C", "C", "C", "H", "H", "H", "H", "H", "H", "H", "H", "H", "H", "H", "H", "H", "H", "H", "H", "H", "H", "H", "H", "N", "N", "S", "S"], "positions_angstrom": [[2.346, 2.355, -0.516], [2.925, 0.926, -0.346], [2.410, 0.336, 0.954], [2.955, -1.080, 1.209], [-1.645, 0.149, -1.350], [-2.267, -0.269, -0.046], [-3.800, 0.017, -0.016], [-4.419, -0.478, 1.295], [1.267, 2.279, -0.616], [2.569, 3.094, 0.272], [2.755, 2.847, -1.401], [4.016, 1.085, -0.385], [2.691, 0.276, -1.196], [2.681, 1.027, 1.752], [1.315, 0.206, 0.997], [4.052, -1.048, 1.239], [2.662, -1.486, 2.192], [3.214, -2.745, 0.031], [0.280, 0.485, -2.036], [-2.170, -0.237, -2.239], [-1.697, 1.250, -1.434], [-2.194, -1.360, -0.015], [-1.695, 0.105, 0.840], [-4.147, -0.611, -0.863], [-3.895, 1.111, -0.167], [-3.957, 0.003, 2.160], [-5.484, -0.273, 1.291], [-4.398, -1.555, 1.477], [2.555, -1.981, 0.107], [-0.178, -0.165, -1.444], [0.977, -2.512, 0.009], [0.277, -1.751, -1.756]], "nbo_charge": [-0.607, -0.406, -0.422, -0.215, -0.216, -0.413, -0.394, -0.611, 0.198, 0.204, 0.204, 0.196, 0.215, 0.206, 0.219, 0.194, 0.178, 0.380, 0.380, 0.180, 0.188, 0.200, 0.208, 0.202, 0.199, 0.204, 0.208, 0.209, -0.811, -0.807, 0.268, 0.262], "e_lumo_ha": 0.0285, "smiles": "CCCCNSSNCCCC", "e_above_lowest_kj_mol": 0.0, "gap_ev": 9.4059, "energy_ha": -1222.67366}



(5)
{"formula": "C8H20OP2S", "method": "wB97M-V/def2-TZVPD", "species": ["C", "C", "C", "C", "C", "C", "C", "C", "O", "P", "P", "S", "H", "H", "H", "H", "H", "H", "H", "H", "H", "H", "H", "H", "H", "H", "H", "H", "H", "H", "H", "H"], "positions_angstrom": [[1.632, -1.891, -2.066], [2.996, -1.048, 1.269], [-1.497, 2.019, -1.571], [-2.863, 0.613, 2.220], [1.479, -0.337, -1.674], [1.487, -0.927, 1.197], [-2.012, 0.648, -1.280], [-1.405, 0.726, 1.774], [1.822, 2.803, 0.036], [0.898, 0.261, -0.074], [-1.242, -0.205, 0.198], [-1.718, -2.020, 0.273], [2.348, -2.021, -2.793], [2.117, -2.395, -1.159], [0.636, -2.303, -2.286], [3.539, -0.976, 0.304], [3.399, -0.134, 1.840], [3.277, -1.970, 1.796], [-2.182, 2.494, -2.257], [-1.543, 2.562, -0.621], [-0.499, 1.879, -1.878], [-3.040, 1.213, 3.133], [-3.451, 1.090, 1.343], [-3.113, -0.446, 2.227], [1.027, 0.216, -2.515], [2.639, -0.002, -1.599], [1.160, -0.356, 2.150], [0.961, -1.847, 1.138], [-1.869, -0.184, -2.019], [-3.076, 0.660, -1.223], [-0.845, 0.100, 2.419], [-1.060, 1.781, 1.699]], "nbo_charge": [-0.591, -0.625, -0.609, -0.614, -0.786, -0.746, -0.720, -0.755, -0.482, 0.860, 1.017, -0.553, 0.214, 0.204, 0.223, 0.210, 0.229, 0.225, 0.224, 0.216, 0.219, 0.229, 0.195, 0.234, 0.251, 0.255, 0.243, 0.256, 0.241, 0.240, 0.234, 0.263], "e_lumo_ha": [-0.0610, -0.0614], "gap_ev": [7.1169, 7.1069], "energy_ha": -1472.73099}



(6)
{"formula": "C8H21AuBI2NOP2", "method": "wB97M-V/def2-TZVPD", "species": ["I", "I", "Au", "P", "C", "C", "H", "H", "H", "H", "H", "H", "C", "H", "H", "H", "P", "C", "C", "H", "H", "H", "C", "H", "H", "H", "H", "H", "H", "C", "O", "B", "C", "N", "H", "H", "H"], "positions_angstrom": [[-2.431, 4.281, -1.647], [-1.860, -1.749, -1.604], [-1.371, 0.660, -0.594], [0.784, 0.447, -1.915], [0.438, 1.474, -3.361], [2.469, 1.132, -1.494], [3.082, 1.089, -2.375], [2.083, -0.880, -3.440], [2.896, 0.504, -0.689], [1.690, -1.784, -1.933], [0.275, 2.519, -2.979], [2.366, 2.188, -1.151], [1.296, -1.112, -2.702], [1.199, 1.484, -4.142], [0.443, -1.563, -3.207], [-0.506, 1.066, -3.750], [-1.055, -0.387, 1.772], [-2.586, -0.002, 2.643], [-1.098, -2.194, 1.857], [1.163, -0.333, 2.731], [-0.110, -0.474, 4.009], [0.181, 1.128, 3.220], [0.166, 0.036, 3.074], [-0.119, -2.597, 1.510], [-1.250, -2.404, 2.904], [-2.666, -0.500, 3.624], [-3.367, -0.361, 1.982], [-1.897, -2.576, 1.239], [-2.631, 1.071, 2.789], [-2.041, 2.224, 0.361], [-2.600, 2.963, 1.082], [3.484, -2.474, 1.156], [2.247, -1.698, 0.694], [1.308, -1.083, 0.353], [4.058, -2.932, 0.192], [3.156, -3.352, 1.924], [4.216, -1.678, 1.730]], "mulliken_spin": [1.043, 0.088, 0.136, 0.276, 0.046, 0.028, 0.011, 0.004, -0.001, -0.001, -0.004, 0.000, 0.016, 0.017, -0.005, -0.004, 0.203, 0.016, 0.016, -0.003, 0.008, 0.001, 0.016, -0.002, 0.009, 0.012, 0.000, 0.003, -0.004, 0.005, 0.030, 0.004, 0.009, 0.011, 0.020, 0.037, -0.042], "e_lumo_ha": [-0.4282, -0.4265], "e_above_lowest_kj_mol": 16.5, "total_charge": 2, "spin_multiplicity": 3, "gap_ev": [3.1274, 3.2060], "energy_ha": -1885.22239}